i:
Formula: C9H8N2OS
Source: the Open Molecules 2025 dataset
Level of theory: ωB97M-V/def2-TZVPD

SMILES: O=C1C[C@H]2C1=Cc1cccn12.N=S
LUMO level (alpha / beta): -1.2 / -1.2 eV
molar mass: 192.243 g mol⁻¹

Structure (ORCA input):
```
! RIJCOSX wB97M-V def2-TZVPD def2/J DEFGRID3
* xyz 0 1
H 4.027 -1.066 0.589
S -1.033 3.781 0.066
C -2.257 0.054 -0.380
H 0.004 0.775 -1.567
N -1.867 2.843 -0.879
H 2.335 -1.468 -1.475
C -1.452 -0.912 -1.249
C 2.947 -1.062 0.617
H -0.679 0.114 2.463
H -2.603 2.292 -0.493
C -0.147 -0.059 -0.841
C 0.908 -0.401 1.161
N 1.024 -0.558 -0.187
C -1.011 0.392 0.294
H -1.770 -0.952 -2.315
H -1.427 -1.833 -0.846
C -0.402 0.070 1.478
C 2.185 -1.101 -0.530
H 2.399 -0.671 2.677
C 2.220 -0.606 1.698
O -3.403 0.370 -0.281
*
```

ii:
Formula: C9H8N2OS
Source: the Open Molecules 2025 dataset
Level of theory: ωB97M-V/def2-TZVPD

LUMO level: 0.0 eV
molar mass: 192.243 g mol⁻¹

Structure (ORCA input):
```
! RIJCOSX wB97M-V def2-TZVPD def2/J DEFGRID3
* xyz 0 1
C -1.855 1.122 -1.490
H 2.870 -2.294 1.306
H -2.191 1.560 -2.330
N 0.500 1.392 -2.958
H -2.053 -0.942 0.022
C -0.569 0.781 -1.536
C 2.591 -0.637 -0.347
C 0.312 0.113 -0.635
C -2.005 -0.907 1.993
N -1.438 -0.692 0.803
H 2.465 1.880 -1.477
H 0.491 -1.902 1.988
H 3.565 -0.722 -0.676
H -3.165 -0.894 1.865
O -1.392 -1.107 3.001
C 0.928 -1.410 1.115
S 1.925 1.109 -2.523
C 2.254 -1.478 0.756
C -0.078 -0.688 0.453
H -2.458 0.832 -0.703
C 1.644 0.082 -0.986
*
```

Going by the energies, ii is most stable and the next is 36.3 kJ/mol up.

i:
Formula: C5H8N2
Source: the Open Molecules 2025 dataset
Level of theory: ωB97M-V/def2-TZVPD

LUMO level (alpha / beta): 1.0 / -0.9 eV
molar mass: 96.133 g mol⁻¹

Structure (ORCA input):
```
! RIJCOSX wB97M-V def2-TZVPD def2/J DEFGRID3
* xyz 0 3
C -0.406 0.793 0.029
C -1.220 -1.772 -0.473
C 2.474 -0.243 0.738
H -0.608 2.837 0.069
H 0.382 -0.245 1.654
C 0.155 2.166 -0.372
H -2.216 -1.995 -0.007
H -0.473 -2.382 0.030
C -0.844 -0.413 0.012
H 0.285 2.036 -1.470
H 1.105 1.986 0.170
H -1.236 -1.837 -1.640
N -0.579 0.089 1.441
N 1.987 -0.592 -0.262
H 2.953 0.290 1.481
*
```

ii:
Formula: C5H8N2
Source: the Open Molecules 2025 dataset
Level of theory: ωB97M-V/def2-TZVPD

LUMO level (alpha / beta): 0.9 / -0.4 eV
molar mass: 96.133 g mol⁻¹

Structure (ORCA input):
```
! RIJCOSX wB97M-V def2-TZVPD def2/J DEFGRID3
* xyz 0 3
H 3.040 -1.044 -1.367
C 2.298 -0.500 -0.756
C 0.930 0.663 0.790
H 0.634 0.371 1.751
C 1.024 -0.576 -1.085
H -1.301 0.649 -0.977
H -3.126 0.046 0.041
H 0.897 1.778 0.709
H 0.572 -1.011 -1.959
N 0.212 -0.108 -0.176
C -2.114 -0.158 0.606
H -2.080 0.706 1.233
N -1.124 -0.192 -0.463
H -2.233 -0.991 1.227
C 2.371 0.368 0.427
*
```

Going by the energies, ii is most stable and the next is 230.4 kJ/mol up.

i:
Formula: C2H12N2O4
Source: the Open Molecules 2025 dataset
Level of theory: ωB97M-V/def2-TZVPD

SMILES: CNC(N)=O.O.O.O
LUMO level: 0.5 eV
molar mass: 128.128 g mol⁻¹

Structure (ORCA input):
```
! RIJCOSX wB97M-V def2-TZVPD def2/J DEFGRID3
* xyz 0 1
H -0.614 -1.367 3.153
H 0.520 -0.171 1.459
H 2.422 1.354 1.757
H 0.677 0.097 -4.462
H -2.078 -0.695 -0.248
H 1.848 2.260 0.359
O -0.684 -1.615 2.238
O 1.002 1.192 -1.441
H -1.623 -1.451 1.949
O -2.737 -0.799 0.554
O 0.362 -0.221 -3.591
H 0.502 0.465 -2.861
N 0.673 0.700 0.862
H 0.051 -1.470 -0.217
H 1.040 2.525 1.929
C 1.533 1.785 1.271
H -3.409 -1.517 0.317
C 0.647 0.461 -0.485
H -0.046 -0.861 -1.761
N -0.086 -0.671 -0.781
*
```

ii:
Formula: C2H12N2O4
Source: the Open Molecules 2025 dataset
Level of theory: ωB97M-V/def2-TZVPD

SMILES: CNC(N)=O.O.O.O
LUMO level: 0.7 eV
molar mass: 128.128 g mol⁻¹

Structure (ORCA input):
```
! RIJCOSX wB97M-V def2-TZVPD def2/J DEFGRID3
* xyz 0 1
N -0.984 1.270 1.285
H 0.745 1.191 -1.676
H 3.178 0.437 -0.843
H -1.140 -0.947 0.096
H 0.149 -2.828 1.412
H 2.017 0.481 0.130
N -0.322 -0.882 0.767
H -0.289 1.899 -0.855
H -1.420 0.518 -1.642
H -1.859 0.785 1.392
O 2.245 0.293 -0.840
C 0.486 -2.068 0.711
O -0.178 1.478 -1.679
O -2.229 -0.076 -1.327
H -2.749 -0.314 -2.147
C 0.061 0.366 1.239
H 0.306 -2.510 -0.292
H -0.731 2.075 1.896
O 1.220 0.755 1.555
H 1.497 -1.924 0.817
*
```

Going by the energies, ii is most stable and the next is 11.4 kJ/mol up.

i:
Formula: C2H12N2O4
Source: the Open Molecules 2025 dataset
Level of theory: ωB97M-V/def2-TZVPD

SMILES: NCNC=O.O.O.O
LUMO level: 0.1 eV
molar mass: 128.128 g mol⁻¹

Structure (ORCA input):
```
! RIJCOSX wB97M-V def2-TZVPD def2/J DEFGRID3
* xyz 0 1
H 0.209 -2.094 0.962
H -3.023 -1.173 -1.142
N 0.331 1.358 -1.058
O -0.665 2.289 2.497
H 0.011 0.377 -2.792
C 0.113 0.096 -1.738
H 1.015 -0.507 -1.611
H -0.015 -1.574 2.404
O -2.284 0.565 -0.355
H 0.120 2.268 1.910
H -0.867 -1.740 -1.943
N -1.026 -0.838 -1.543
H 0.694 1.134 -0.133
O 3.017 -0.245 0.505
H 3.397 -1.049 0.821
H 2.128 -0.101 0.891
O 0.635 -1.579 1.659
H -0.522 1.873 -0.961
C -2.184 -0.485 -0.960
H -1.085 1.423 2.586
*
```

ii:
Formula: C2H12N2O4
Source: the Open Molecules 2025 dataset
Level of theory: ωB97M-V/def2-TZVPD

SMILES: NCC(N)=O.O.O.O
LUMO level: 0.6 eV
molar mass: 128.128 g mol⁻¹

Structure (ORCA input):
```
! RIJCOSX wB97M-V def2-TZVPD def2/J DEFGRID3
* xyz 0 1
H -0.242 0.645 -3.575
H 0.631 -0.575 1.499
H 0.370 -0.177 -2.588
H 0.059 -1.837 -0.669
O -1.354 0.578 1.059
H 1.816 0.158 0.244
H -2.044 -2.842 1.372
O 0.602 0.448 -3.362
H -1.165 2.395 -0.779
H -2.303 -1.766 0.232
O 1.164 1.131 2.940
H 0.274 1.158 3.272
C 0.774 -0.193 0.341
H 1.670 -1.638 -0.828
H 1.270 2.107 3.078
H 0.342 1.773 -1.411
O -1.725 -2.500 0.512
N -0.484 1.645 -0.775
C -0.452 0.649 0.212
N 0.797 -1.159 -0.772
*
```

Going by the energies, ii is most stable and the next is 5.8 kJ/mol up.

i:
Formula: C2H12N2O4
Source: the Open Molecules 2025 dataset
Level of theory: ωB97M-V/def2-TZVPD

SMILES: CNC(N)=O.O.O.O
LUMO level: 0.6 eV
molar mass: 128.128 g mol⁻¹

Structure (ORCA input):
```
! RIJCOSX wB97M-V def2-TZVPD def2/J DEFGRID3
* xyz 0 1
N -1.539 2.239 0.021
O 1.987 0.110 -1.167
H 0.130 -0.426 2.408
C 0.930 -0.077 1.639
H -1.205 3.024 -0.334
H 2.609 -0.589 -1.470
H -0.557 -1.418 0.444
H 1.925 -0.056 2.129
C -0.842 1.267 0.715
H -2.471 2.134 -0.024
H 1.291 0.142 -1.807
H -0.140 -1.619 -1.537
H 1.270 1.418 0.206
H -1.023 -0.730 -2.462
O -0.134 -1.095 -2.316
H 1.029 -0.977 0.997
N 0.557 1.174 0.914
O -1.565 0.490 1.374
O -0.708 -2.329 0.145
H -1.541 -2.680 0.126
*
```

ii:
Formula: C2H12N2O4
Source: the Open Molecules 2025 dataset
Level of theory: ωB97M-V/def2-TZVPD

SMILES: CNC(N)=O.O.O.O
LUMO level: 0.6 eV
molar mass: 128.128 g mol⁻¹

Structure (ORCA input):
```
! RIJCOSX wB97M-V def2-TZVPD def2/J DEFGRID3
* xyz 0 1
H 1.380 -2.043 -2.497
O -0.302 0.115 1.239
N 0.893 1.572 -0.027
H -1.338 -1.640 0.135
O -2.257 -1.766 2.106
H -2.131 1.758 0.985
H 2.319 0.877 1.373
C -0.242 1.133 0.554
H -1.784 -2.470 1.641
N -1.382 1.877 0.330
H 0.940 2.373 -0.631
O 1.137 -1.104 -2.514
H -1.420 2.580 -0.383
C 2.139 0.876 0.303
H 2.137 -0.085 -0.186
H 2.941 1.364 -0.254
H -2.211 -0.987 1.544
H -0.059 -1.428 -0.468
H 0.179 -1.267 -2.511
O -0.938 -1.736 -0.739
*
```

Going by the energies, ii is most stable and the next is 70.5 kJ/mol up.